# 1
The following is a DFT calculation (ωB97M-V with the def2-TZVPD basis set) of the molecule C4H6N2O.

## Properties
E_tot	-340.5637	a.u.
orbital gap	0.3659	hartree
energy relative to the best compared isomer or geometry (same formula, charge and spin)	6.292	eV
charge	0

Each line ends with the Mulliken charge.
Element x y z (Å)
C 2.551 0.303 0.318  -0.550
C -0.790 -1.151 -0.009  -0.294
C -2.007 -0.553 0.129  -0.542
C -1.797 0.904 -0.006  0.022
H 2.438 -0.177 1.298  0.290
H 2.646 1.483 0.314  0.246
H 3.558 -0.098 0.012  0.264
H -0.271 -2.208 0.333  0.284
H -2.969 -0.988 0.721  0.219
H -2.191 1.960 0.492  0.279
N 0.139 -0.056 -0.150  0.827
N -0.537 1.017 -0.210  -0.743
O 1.479 -0.465 -0.405  -0.300

---

# 2
The following is a DFT calculation (ωB97M-V with the def2-TZVPD basis set) of C28H30IMoN6OPS5SbSe2 as an isolated structure.

## Properties
E_tot	-9230.1752	a.u.
orbital gap (spin up / spin down)	0.2020 / 0.2028	hartree
energy relative to the best compared isomer or geometry (same formula, charge and spin)	1.354	eV
charge	-1

Each line ends with the Mulliken charge.
Element x y z (Å)
Mo 0.034 -1.232 -1.379  -0.152
O 1.411 -0.877 -0.143  0.911
N 2.677 -1.182 0.025  0.245
C 3.388 -0.549 0.977  -0.283
C 4.713 -0.834 1.159  -1.052
C 5.324 -1.795 0.347  -0.254
C 4.580 -2.444 -0.607  -0.957
C 3.224 -2.144 -0.777  0.479
S 2.209 -2.867 -1.922  -0.222
H 2.846 0.202 1.537  0.449
H 5.268 -0.310 1.920  0.444
H 6.372 -2.015 0.467  0.398
H 5.003 -3.191 -1.259  0.457
S -4.547 -3.483 -0.256  -0.598
Sb -3.363 -2.301 -1.803  0.572
S -2.046 -0.345 -0.918  -0.390
S -1.022 -3.127 -2.204  -0.462
S -4.287 -1.816 -3.817  -0.632
Se -0.373 2.330 -2.243  -0.466
P -0.429 2.841 -0.162  0.393
Se 0.229 1.441 1.336  -0.407
C -2.124 3.407 0.253  0.769
C -2.577 3.354 1.565  -0.435
C -3.872 3.735 1.864  -0.784
C -4.723 4.157 0.857  -0.421
C -4.274 4.205 -0.452  -0.635
C -2.975 3.839 -0.754  -0.536
C 0.644 4.294 0.119  0.729
C 0.612 4.918 1.358  -0.448
C 1.467 5.974 1.614  -0.677
C 2.354 6.406 0.639  -0.427
C 2.411 5.754 -0.580  -0.641
C 1.558 4.698 -0.839  -0.297
H -1.920 2.986 2.342  0.312
H -4.223 3.686 2.885  0.369
H -5.744 4.427 1.090  0.374
H -4.943 4.515 -1.243  0.387
H -2.628 3.868 -1.779  0.308
H -0.066 4.563 2.122  0.318
H 1.442 6.457 2.581  0.377
H 3.012 7.240 0.843  0.363
H 3.118 6.065 -1.336  0.392
H 1.598 4.182 -1.788  0.283
I 2.914 0.679 -2.648  0.177
C 1.415 -0.190 -3.858  -0.116
C 1.653 -0.261 -5.211  -0.590
C 0.627 -0.676 -6.050  -0.339
C -0.636 -0.835 -5.486  -0.835
C -0.783 -0.726 -4.127  -0.231
N 0.259 -0.549 -3.267  0.556
H 2.623 0.014 -5.599  0.419
H 0.796 -0.796 -7.108  0.414
H -1.514 -1.029 -6.081  0.484
H -1.779 -0.746 -3.700  0.250
C 0.768 -2.678 1.865  -0.624
N -0.439 -2.660 1.023  2.313
C -0.857 -4.064 0.830  -0.811
N -1.082 -4.754 2.086  0.068
C 0.142 -4.723 2.867  -0.625
N 0.576 -3.355 3.135  0.136
C -0.497 -2.658 3.846  -0.610
N -1.731 -2.658 3.082  0.089
C -1.503 -1.997 1.813  -0.646
C -2.125 -4.038 2.818  -0.670
H 1.054 -1.645 2.092  -0.084
H 1.577 -3.187 1.322  -0.079
H -0.081 -4.586 0.258  0.204
H -1.792 -4.094 0.262  0.011
H 0.930 -5.244 2.312  0.349
H -0.023 -5.235 3.821  0.331
H -0.188 -1.622 4.018  0.354
H -0.662 -3.151 4.811  0.330
H -1.214 -0.956 1.987  -0.006
H -2.442 -2.021 1.253  0.062
H -3.045 -4.046 2.226  0.250
H -2.298 -4.546 3.772  0.311